Below is a cluster of 2 separate species, C5H12N2O in total in a non-equilibrium geometry, with properties calculated with ωB97M-V with the def2-TZVPD basis set.

Bonds (Å) are listed after each position.
Element x y z (Å)
1 C 0.45397 -0.66763 -0.93189  C2 1.547, C3 1.526, O7 1.428, H11 1.094
2 C 0.07721 0.50568 0.00272  C1 1.547, C4 1.532, N5 1.437, H12 1.121
3 C 1.41344 -1.67034 -0.29792  C1 1.526, H15 1.090, H16 1.091, H17 1.092
4 C 1.29413 1.28029 0.51961  C2 1.532, H18 1.093, H19 1.092, H20 1.090
5 N -0.77864 0.02721 1.05322  C2 1.437, H10 1.018
6 C -2.69044 0.58530 0.61547  N8 1.199, H14 1.101
7 O -0.73673 -1.31615 -1.37879  C1 1.428, H9 0.967
8 N -2.90385 1.30169 -0.32168  C6 1.199, H13 1.034
9 H -1.16882 -1.66179 -0.58612  O7 0.967
10 H -0.60815 0.52939 1.92195  N5 1.018
11 H 0.90560 -0.25222 -1.83732  C1 1.094
12 H -0.47001 1.22285 -0.66280  C2 1.121
13 H -2.13033 1.71808 -0.86743  N8 1.034
14 H -2.39916 -0.26430 1.25233  C6 1.101
15 H 1.55259 -2.51364 -0.97461  C3 1.090
16 H 2.39023 -1.22447 -0.10470  C3 1.091
17 H 1.00607 -2.03818 0.64575  C3 1.092
18 H 1.94705 1.57366 -0.30574  C4 1.093
19 H 0.97487 2.18771 1.03671  C4 1.092
20 H 1.87098 0.67684 1.22122  C4 1.090

## Properties
- HOMO-LUMO gap (eV) = 9.480
- energy relative to the best compared isomer or geometry (same formula, charge and spin) (kJ/mol) = 473.5
- multiplicity = 1
- energy (eV) = -10403.5166
- highest occupied orbital energy (eV) = -8.52
- M (g mol⁻¹) = 116.16